Entry 1:
ORCA calculation (wB97M-V/def2-TZVPD) on a structure of composition C25H35CuGeN7O2S2Se.

XYZ file:
```
74
C25H35CuGeN7O2S2Se (wB97M-V/def2-TZVPD)
Cu -0.370 0.513 -1.384
N 5.278 -2.141 3.279
C 4.009 -2.130 2.682
C 3.878 -1.945 1.306
C 2.623 -1.889 0.722
C 1.487 -2.001 1.512
C 1.605 -2.189 2.882
C 2.860 -2.256 3.463
S -0.107 -1.900 0.747
O -1.050 -2.523 1.641
O 0.054 -2.462 -0.573
N -0.440 -0.331 0.503
C -0.842 0.440 1.570
N -0.572 0.057 2.834
C -0.980 0.857 3.807
C -1.639 2.052 3.579
C -1.844 2.369 2.245
N -1.463 1.591 1.246
H 6.025 -2.402 2.657
H 5.323 -2.651 4.146
H 4.764 -1.850 0.687
H 2.520 -1.754 -0.349
H 0.707 -2.276 3.478
H 2.956 -2.400 4.535
H -0.754 0.528 4.818
H -1.962 2.697 4.383
H -2.337 3.297 1.964
C 2.804 1.926 1.229
N 2.230 1.175 0.135
C 2.749 1.069 -1.082
N 3.913 1.740 -1.311
S 2.047 0.088 -2.267
H 2.213 1.725 2.121
H 2.782 3.002 1.036
H 3.833 1.611 1.421
H 1.355 0.678 0.282
H 4.060 2.599 -0.798
H 4.147 1.800 -2.288
C -1.012 2.214 -2.345
C 0.051 3.124 -2.075
C 1.123 3.332 -2.990
C 2.181 4.156 -2.701
C 2.258 4.834 -1.473
C 1.193 4.681 -0.569
C 0.131 3.863 -0.859
C 3.387 5.646 -1.151
N 4.309 6.285 -0.871
H -1.171 1.984 -3.396
H -1.931 2.379 -1.784
H 1.101 2.800 -3.934
H 2.980 4.284 -3.423
H 1.220 5.219 0.373
H -0.669 3.742 -0.139
C -2.995 -4.191 -0.619
Ge -4.235 -2.707 -0.870
C -3.940 -1.209 0.335
C -6.058 -3.405 -0.598
C -4.175 -2.044 -2.717
Se -2.661 -0.879 -3.136
C -1.329 -2.257 -3.446
H -3.113 -4.592 0.389
H -1.963 -3.862 -0.729
H -3.210 -4.981 -1.342
H -3.789 -1.562 1.355
H -4.797 -0.531 0.306
H -3.050 -0.655 0.031
H -6.167 -3.794 0.417
H -6.273 -4.215 -1.298
H -6.801 -2.618 -0.743
H -5.067 -1.440 -2.894
H -4.190 -2.859 -3.444
H -1.153 -2.825 -2.538
H -0.408 -1.738 -3.708
H -1.640 -2.895 -4.271
```

Values from the calculation:
E_HOMO (eV): -3.63
Energy relative to the best compared isomer or geometry (same formula, charge and spin) (kcal/mol): 0.3
Molar mass (Da): 744.85
HOMO-LUMO gap (eV): 6.17
E_tot (Ha): -8422.7397
Total charge: -1
LUMO (eV): 2.5

***

Entry 2:
ORCA calculation (wB97M-V/def2-TZVPD) on a cluster of 2 separate species, CH5NOS in total.

XYZ file:
```
9
CH5NOS (wB97M-V/def2-TZVPD)
N -0.026 -0.671 -0.974
C 0.320 0.498 -1.604
O 1.447 0.923 -1.692
H 0.543 -1.500 -0.976
H -0.912 -0.684 -0.492
H -0.496 0.982 -2.158
S -0.931 0.148 2.563
H -0.062 -0.264 3.495
H 0.117 0.568 1.838
```

Values from the calculation:
E_HOMO (eV): -9.96
Energy relative to the best compared isomer or geometry (same formula, charge and spin) (kcal/mol): 11.3
Molar mass (Da): 79.12
HOMO-LUMO gap (eV): 10.73
E_tot (Ha): -569.2701
Total charge: 0
LUMO (eV): 0.8

***

Entry 3:
ORCA calculation (wB97M-V/def2-TZVPD) on a structure of composition C26H28FI2NNiOS2.

XYZ file:
```
62
C26H28FI2NNiOS2 (wB97M-V/def2-TZVPD)
Ni -0.212 -0.219 -0.323
I 1.571 1.065 -1.747
C 2.398 1.977 -0.019
I 1.405 3.717 0.624
H 3.423 2.236 -0.251
H 2.320 1.235 0.765
C 5.029 -1.535 4.724
C 4.036 -2.309 3.843
C 4.594 -2.360 2.422
C 3.909 -3.746 4.364
C 2.670 -1.624 3.897
C 2.011 -1.489 5.137
C 0.789 -0.855 5.255
C 0.191 -0.355 4.101
S -1.281 0.544 3.908
C -0.977 0.638 2.198
N 0.098 0.035 1.803
C 0.806 -0.510 2.862
C 2.055 -1.123 2.765
C -1.787 1.359 1.218
C -2.869 2.166 1.560
C -3.529 2.868 0.566
C -3.105 2.745 -0.756
C -2.041 1.914 -1.089
C -1.359 1.216 -0.106
H 6.010 -2.017 4.695
H 4.704 -1.495 5.765
H 5.141 -0.509 4.366
H 5.576 -2.838 2.439
H 4.721 -1.359 2.002
H 3.948 -2.938 1.754
H 4.894 -4.222 4.391
H 3.266 -4.340 3.708
H 3.492 -3.781 5.371
H 2.481 -1.869 6.036
H 0.322 -0.731 6.225
H 2.524 -1.181 1.788
H -3.195 2.245 2.593
H -4.366 3.508 0.813
H -3.619 3.296 -1.535
H -1.750 1.814 -2.129
C -3.458 -3.040 4.597
C -2.400 -3.167 3.531
C -2.726 -3.022 2.183
C -1.756 -3.086 1.195
C -0.434 -3.299 1.570
C -0.087 -3.456 2.907
C -1.071 -3.397 3.880
S 0.898 -3.255 0.406
C 0.357 -4.492 -0.749
O 0.833 -1.973 -0.383
H -4.451 -3.245 4.196
H -3.468 -2.024 5.001
H -3.269 -3.723 5.426
H -3.754 -2.829 1.897
H -2.024 -2.915 0.162
H 0.952 -3.608 3.189
H -0.800 -3.514 4.924
H -0.619 -4.214 -1.144
H 0.316 -5.447 -0.224
H 1.096 -4.525 -1.548
F -1.772 -1.180 -0.705
```

Values from the calculation:
E_HOMO (spin up / spin down) (eV): -7.79 / -7.79
Energy relative to the best compared isomer or geometry (same formula, charge and spin) (kcal/mol): 15.5
Molar mass (Da): 766.15
HOMO-LUMO gap (spin up / spin down) (eV): 7.78 / 7.78
E_tot (Ha): -4137.4753
Total charge: 0
LUMO (spin up / spin down) (eV): 0.0 / 0.0

***

Entry 4:
ORCA calculation (wB97M-V/def2-TZVPD) on a structure of composition C5H12N2O in a non-equilibrium geometry.

XYZ file:
```
20
C5H12N2O (wB97M-V/def2-TZVPD)
C -0.659 -1.620 0.844
C -0.590 0.331 -1.166
C -1.382 1.280 -0.282
C 1.763 1.040 0.017
N 0.654 -1.571 0.896
C 1.294 -0.166 -0.780
O -1.319 -1.695 2.023
N 1.383 -1.411 -0.234
H -2.237 -1.947 1.877
H 1.062 -1.272 1.783
H -1.181 -1.844 -0.071
H -1.179 -0.510 -1.538
H -0.254 0.863 -2.058
H 1.753 -0.187 -1.770
H -1.727 0.839 0.654
H -0.788 2.154 -0.005
H -2.270 1.669 -0.797
H 1.634 1.945 -0.576
H 1.213 1.165 0.947
H 2.828 0.938 0.237
```

Values from the calculation:
E_HOMO (eV): -6.70
Energy relative to the best compared isomer or geometry (same formula, charge and spin) (kcal/mol): 134.0
Molar mass (Da): 116.16
HOMO-LUMO gap (eV): 6.91
E_tot (Ha): -382.2890
Total charge: 0
LUMO (eV): 0.2

***

Entry 5:
ORCA calculation (wB97M-V/def2-TZVPD) on a structure of composition C24H30Cl5N3OPbSSb.

XYZ file:
```
66
C24H30Cl5N3OPbSSb (wB97M-V/def2-TZVPD)
Pb -0.709 1.902 0.646
C 0.435 0.632 5.746
N 1.221 1.518 4.881
C 2.525 1.898 5.118
C 2.896 2.714 4.115
N 1.804 2.834 3.257
C 0.786 2.080 3.750
S -0.840 1.851 3.212
C 1.809 3.733 2.156
C 2.496 4.928 2.287
C 2.584 5.771 1.190
C 1.979 5.398 0.000
C 1.281 4.210 -0.030
N 1.189 3.376 1.026
H 1.095 0.255 6.521
H 0.044 -0.194 5.158
H -0.381 1.191 6.199
H 3.069 1.554 5.980
H 3.837 3.191 3.911
H 2.929 5.209 3.236
H 3.111 6.712 1.273
H 2.023 6.022 -0.881
H 0.764 3.906 -0.933
Cl -4.674 -3.901 -0.850
C -3.188 -3.137 -1.179
C -2.484 -2.491 -0.162
Cl -3.121 -2.460 1.425
C -1.270 -1.867 -0.453
Cl -0.454 -1.044 0.860
C -0.712 -1.877 -1.730
O 0.491 -1.295 -1.936
C -1.446 -2.511 -2.733
Cl -0.813 -2.525 -4.339
C -2.666 -3.136 -2.477
Cl -3.514 -3.898 -3.739
C 1.195 -0.071 -5.172
C 2.366 -0.909 -4.685
C 3.000 -1.755 -5.785
Sb 1.975 -2.148 -2.966
C 1.715 -4.288 -2.904
C 2.939 -4.917 -3.565
C 1.484 -4.754 -1.472
C 3.466 -1.436 -1.619
C 4.851 -1.483 -2.268
C 3.460 -2.119 -0.257
H 1.597 0.728 -5.798
H 0.627 0.389 -4.363
H 0.512 -0.649 -5.789
H 3.115 -0.257 -4.226
H 2.277 -2.447 -6.219
H 3.868 -2.322 -5.443
H 3.341 -1.097 -6.586
H 0.821 -4.438 -3.507
H 3.851 -4.729 -2.994
H 3.085 -4.585 -4.593
H 2.799 -5.999 -3.593
H 2.393 -4.704 -0.875
H 1.178 -5.801 -1.508
H 0.690 -4.205 -0.963
H 3.139 -0.395 -1.508
H 5.158 -2.508 -2.482
H 5.589 -1.074 -1.577
H 4.921 -0.909 -3.191
H 3.867 -3.128 -0.318
H 2.466 -2.174 0.188
H 4.107 -1.564 0.425
```

Values from the calculation:
E_HOMO (eV): -15.95
Energy relative to the best compared isomer or geometry (same formula, charge and spin) (kcal/mol): 24.0
Molar mass (Da): 914.82
HOMO-LUMO gap (eV): 6.52
E_tot (Ha): -4303.3759
Total charge: +3
LUMO (eV): -9.4

***

Entry 6:
ORCA calculation (wB97M-V/def2-TZVPD) on a cluster of 9 separate species, C6H29NO9 in total in a non-equilibrium geometry.

XYZ file:
```
45
C6H29NO9 (wB97M-V/def2-TZVPD)
C 1.205 0.244 1.800
N 0.266 -0.101 0.711
C 0.561 0.209 -0.565
O -0.113 -0.444 -1.437
C 1.672 1.033 -1.146
C 1.575 2.351 -0.388
C 2.470 3.393 -1.115
C 0.017 2.865 -0.327
H 0.940 1.223 2.180
H 1.232 -0.551 2.547
H 2.260 0.419 1.393
H -0.466 -0.916 0.806
H 2.660 0.615 -0.947
H 1.217 1.068 -2.192
H 2.085 2.262 0.564
H 3.120 2.952 -1.882
H 1.937 3.963 -1.854
H 3.223 3.816 -0.479
H -0.541 2.194 0.328
H -0.080 3.822 0.156
H -0.425 3.063 -1.311
O -2.769 -1.181 -1.385
H -2.091 -0.809 -0.799
H -2.262 -1.848 -1.912
O -3.925 -1.311 1.057
H -4.449 -2.141 1.142
H -3.574 -1.247 0.131
O -0.530 -2.103 -3.538
H -0.566 -1.269 -3.040
H -0.644 -2.827 -2.965
O 3.870 -0.740 0.534
H 3.818 -1.499 1.077
H 3.459 -0.990 -0.334
O 2.579 -2.542 -2.253
H 3.196 -3.032 -2.827
H 1.939 -2.090 -2.795
O -3.427 1.302 3.080
H -3.534 2.244 3.426
H -3.496 1.449 2.134
O -2.149 -1.306 3.804
H -2.206 -0.462 4.161
H -3.044 -1.747 3.776
O -1.621 -2.794 0.065
H -1.138 -3.604 -0.194
H -2.249 -2.934 0.813
```

Values from the calculation:
E_HOMO (eV): -9.46
Energy relative to the best compared isomer or geometry (same formula, charge and spin) (kcal/mol): 94.8
Molar mass (Da): 259.30
HOMO-LUMO gap (eV): 9.76
E_tot (Ha): -977.8507
Total charge: 0
LUMO (eV): 0.3

***

Entry 7:
ORCA calculation (wB97M-V/def2-TZVPD) on a structure of composition C4H8AgO3 in a non-equilibrium geometry.

XYZ file:
```
16
C4H8AgO3 (wB97M-V/def2-TZVPD)
C 1.882 -1.637 -1.602
C 0.376 -1.508 -1.586
O -0.089 -2.007 -0.340
H 2.269 -1.619 -2.630
H 2.347 -0.827 -1.024
H 2.167 -2.592 -1.140
H -0.087 -2.088 -2.401
H 0.059 -0.459 -1.682
O -1.541 0.857 1.689
Ag -0.825 -0.953 1.308
O 0.871 -1.686 0.717
C -1.066 2.016 1.706
C -1.913 3.155 1.689
H -1.486 4.146 1.541
H 0.013 2.164 1.865
H -2.978 3.037 1.890
```

Values from the calculation:
<S²>: 2.02
2S+1: 3
E_HOMO (spin up / spin down) (eV): -14.44 / -14.87
Energy relative to the best compared isomer or geometry (same formula, charge and spin) (kcal/mol): 51.2
Molar mass (Da): 211.97
HOMO-LUMO gap (spin up / spin down) (eV): 10.88 / 8.37
E_tot (Ha): -529.3775
Total charge: +1
LUMO (spin up / spin down) (eV): -3.6 / -6.5

***

Entry 8:
ORCA calculation (wB97M-V/def2-TZVPD) on a structure of composition C60H46BrOsP3Si.

XYZ file:
```
112
C60H46BrOsP3Si (wB97M-V/def2-TZVPD)
Os 0.393 -0.275 0.083
C 3.715 -0.109 5.511
C 2.372 0.232 5.608
C 1.665 0.602 4.474
C 2.315 0.635 3.238
C 3.656 0.278 3.139
C 4.355 -0.087 4.280
P 1.302 0.960 1.785
C 2.313 1.304 0.334
C 2.765 0.233 -0.386
C 3.608 0.385 -1.585
C 3.921 1.574 -2.085
C 3.326 2.813 -1.521
C 2.585 2.707 -0.154
C 0.354 2.481 2.104
C 0.840 3.514 2.904
C 0.077 4.662 3.081
C -1.158 4.774 2.451
C -1.638 3.743 1.651
C -0.899 2.574 1.471
Si -1.463 0.929 0.713
C -2.717 0.954 -0.681
C -3.970 1.564 -0.586
C -4.883 1.487 -1.628
C -4.543 0.811 -2.791
C -3.305 0.197 -2.903
C -2.396 0.235 -1.845
P -0.723 -0.512 -1.953
C -0.793 -2.201 -2.653
C -1.872 -2.798 -3.297
C -1.750 -4.074 -3.831
C -0.556 -4.770 -3.735
C 0.522 -4.196 -3.076
C 0.393 -2.929 -2.529
C -0.010 0.427 -3.381
C 1.199 -0.013 -3.926
C 1.757 0.614 -5.032
C 1.109 1.693 -5.620
C -0.081 2.155 -5.076
C -0.634 1.531 -3.962
C -2.213 0.099 2.246
C -3.137 0.673 3.120
C -3.625 -0.040 4.206
C -3.208 -1.349 4.432
C -2.297 -1.941 3.573
C -1.787 -1.205 2.506
P -0.678 -1.902 1.262
C 0.719 -2.752 2.039
C 1.647 -3.370 1.192
C 2.818 -3.904 1.709
C 3.072 -3.826 3.072
C 2.159 -3.206 3.914
C 0.991 -2.661 3.401
C -1.723 -3.169 0.485
C -2.983 -2.752 0.047
C -3.864 -3.661 -0.510
C -3.496 -4.995 -0.640
C -2.252 -5.416 -0.200
C -1.366 -4.509 0.370
H 4.264 -0.388 6.400
H 1.876 0.213 6.569
H 0.616 0.863 4.549
H 4.157 0.292 2.179
H 5.401 -0.352 4.208
H 2.714 -0.771 0.059
H 4.019 -0.515 -2.025
H 4.576 1.668 -2.942
H 3.980 3.679 -1.560
H 3.052 3.273 0.656
H 1.796 3.417 3.406
H 0.439 5.462 3.712
H -1.756 5.665 2.600
H -2.609 3.846 1.182
H -4.245 2.092 0.320
H -5.853 1.959 -1.539
H -5.240 0.767 -3.617
H -3.043 -0.277 -3.839
H -2.827 -2.302 -3.364
H -2.602 -4.527 -4.321
H -0.470 -5.762 -4.159
H 1.453 -4.738 -2.976
H 1.229 -2.490 -1.991
H 1.696 -0.877 -3.503
H 2.680 0.239 -5.454
H 1.522 2.159 -6.505
H -0.597 2.992 -5.529
H -1.567 1.903 -3.561
H -3.477 1.691 2.961
H -4.339 0.419 4.877
H -3.602 -1.904 5.272
H -1.990 -2.968 3.731
H 1.438 -3.453 0.131
H 3.525 -4.396 1.053
H 3.979 -4.254 3.477
H 2.355 -3.145 4.976
H 0.295 -2.166 4.065
H -3.286 -1.718 0.164
H -4.843 -3.333 -0.835
H -4.185 -5.708 -1.072
H -1.970 -6.457 -0.283
H -0.411 -4.857 0.738
Br 0.412 6.535 -4.217
C 0.903 5.283 -2.900
C 0.546 5.541 -1.552
C 0.912 4.703 -0.502
C 1.528 3.527 -0.836
C 1.877 3.192 -2.202
C 1.592 4.161 -3.240
H 0.020 6.462 -1.334
H 0.751 4.997 0.526
H 1.521 2.191 -2.505
H 1.858 3.954 -4.266
```

Values from the calculation:
E_HOMO (eV): -12.63
Energy relative to the best compared isomer or geometry (same formula, charge and spin) (kcal/mol): 0.0
Molar mass (Da): 1158.17
HOMO-LUMO gap (eV): 5.48
E_tot (Ha): -6291.7973
Total charge: +2
LUMO (eV): -7.2

***

Entry 9:
ORCA calculation (wB97M-V/def2-TZVPD) on a cluster of 2 separate species, C12H22B2INO3 in total in a non-equilibrium geometry.

XYZ file:
```
41
C12H22B2INO3 (wB97M-V/def2-TZVPD)
C -0.321 3.467 -1.450
C -0.298 2.254 -0.543
O 0.870 1.486 -0.772
C 0.685 0.114 -1.005
C 1.054 -0.775 0.218
O 1.252 0.009 1.394
B 0.314 -0.042 2.371
I -0.445 -1.893 3.238
B -0.300 1.398 3.007
O -1.647 1.649 2.781
N 0.450 2.384 3.758
C 0.249 2.281 5.210
C 1.863 2.462 3.381
H -0.959 4.207 -0.980
H -0.672 3.226 -2.443
H 0.677 3.884 -1.468
H -0.254 2.631 0.482
H -1.213 1.674 -0.626
H -0.306 -0.133 -1.378
H 1.377 -0.158 -1.796
H 1.989 -1.270 -0.007
H 0.309 -1.556 0.341
H -1.697 2.572 2.472
H 0.057 1.255 5.521
H -0.626 2.847 5.513
H 1.092 2.689 5.749
H 1.943 2.736 2.338
H 2.438 1.559 3.599
H 2.330 3.272 3.934
C -1.332 -3.239 -4.792
C -0.269 -4.131 -4.748
C 0.211 -4.580 -3.526
C -0.373 -4.135 -2.349
C -1.431 -3.239 -2.391
C -1.911 -2.790 -3.613
H -1.708 -2.893 -5.746
H 0.186 -4.476 -5.668
H 1.040 -5.275 -3.490
H -0.002 -4.488 -1.395
H -1.882 -2.890 -1.470
H -2.737 -2.092 -3.648
```

Values from the calculation:
E_HOMO (eV): -8.45
Molar mass (Da): 376.84
HOMO-LUMO gap (eV): 8.98
E_tot (Ha): -1098.3782
Total charge: 0
LUMO (eV): 0.5

***

Entry 10:
ORCA calculation (wB97M-V/def2-TZVPD) on a structure of composition C10H19HgNO4S2 in a non-equilibrium geometry.

XYZ file:
```
37
C10H19HgNO4S2 (wB97M-V/def2-TZVPD)
Hg 0.321 0.000 0.331
S 1.623 0.982 -1.475
S -1.150 -1.563 1.484
C 2.425 2.545 -1.034
C 0.181 1.533 -2.460
C -1.115 1.562 -1.680
N -1.307 0.268 -0.996
C -2.564 0.150 -0.233
C -2.616 -1.199 0.450
H 0.114 0.830 -3.300
H 0.407 2.514 -2.881
H -1.948 1.779 -2.358
H -1.092 2.340 -0.914
H -3.435 0.265 -0.890
H -2.589 0.960 0.497
H -2.658 -2.008 -0.287
H -3.505 -1.288 1.077
C -1.668 -0.955 3.111
H -1.301 -0.466 -1.704
H -1.934 0.102 3.092
H -0.829 -1.107 3.793
H -2.514 -1.562 3.450
H 3.256 2.305 -0.367
H 1.743 3.230 -0.530
H 2.822 2.997 -1.948
C 1.716 -2.789 -0.810
C 0.721 -2.611 -1.684
H 1.587 -3.395 0.080
H 2.693 -2.349 -0.965
H -0.254 -3.062 -1.534
H 0.854 -2.014 -2.580
O 3.347 -0.678 2.612
C 2.421 -0.342 2.024
O 1.966 -1.051 0.981
C 1.649 1.025 2.471
O 2.059 1.618 3.373
O 0.574 1.436 1.805
```

Values from the calculation:
E_HOMO (eV): -7.77
Molar mass (Da): 481.99
HOMO-LUMO gap (eV): 7.77
E_tot (Ha): -1697.8308
Total charge: 0
LUMO (eV): 0.0